# 1
DFT (wB97M-V/def2-TZVPD) results for a gas-phase ion, C4H9ClO3P (charge -1) in a non-equilibrium geometry.

```
18
Properties=species:S:1:pos:R:3
C -1.0075 -0.8908 1.5332
C -1.1794 0.8193 -0.3493
C 1.1832 -0.5442 -1.8390
C -0.3317 0.2613 0.8341
O 2.0077 -1.1801 0.8703
O 2.1142 1.4062 -0.1728
O -0.2148 1.3326 1.6811
P 1.3504 -0.1671 0.0229
Cl 0.5858 -2.1025 -2.4792
H -0.5171 -1.2053 2.3476
H -1.9657 -0.6238 1.8854
H -1.1825 -1.6040 0.7984
H -0.6221 1.5778 -0.9565
H -1.3877 -0.0037 -1.0113
H -2.1240 1.2831 0.0426
H 0.6062 0.1562 -2.3881
H 2.1834 -0.4812 -2.3268
H 0.5015 1.9662 1.5074
```

Computed properties:
SMILES string = CC(C)(O)[P@](=O)([O-])CCl
2S+1 = 1
Total charge = -1

# 2
DFT (wB97M-V/def2-TZVPD) results for a molecular structure, C4H9ClO4SSi in a non-equilibrium geometry.

```
20
Properties=species:S:1:pos:R:3
C 1.5701 0.5640 0.7342
C 0.3534 1.3970 0.7523
C 1.2430 -0.8725 1.0967
C -0.1027 -1.0475 -2.1156
O -1.6345 -0.4040 0.5539
O -2.6692 0.8554 -1.2281
O -0.5090 1.3981 -0.3899
O -2.4121 1.9520 0.9011
Si -0.2928 -1.3018 -0.0730
S -1.9528 0.9825 -0.0145
Cl -0.8420 -3.1135 0.4578
H 2.0168 0.4782 -0.2118
H 2.1600 1.0378 1.4845
H -0.2392 1.1425 1.6453
H 0.6675 2.3844 0.7996
H 2.1246 -1.5324 1.0608
H 0.8978 -0.8567 2.1047
H 0.8086 -0.6317 -2.4482
H -0.2316 -1.9971 -2.5971
H -0.9561 -0.4345 -2.5126
```

Computed properties:
2S+1 = 1

# 3
DFT (wB97M-V/def2-TZVPD) results for C4H9ClS in the gas phase.

```
15
Properties=species:S:1:pos:R:3
C -0.3986 0.8451 -1.2560
C -0.4271 0.8468 1.2756
C 1.3883 -1.5969 -0.0184
C -0.8755 0.1533 0.0050
S -0.4272 -1.6406 0.0131
Cl -2.6727 0.1154 -0.0147
H -0.7225 0.2941 -2.1362
H 0.6873 0.9158 -1.2597
H -0.8108 1.8512 -1.3028
H -0.7828 0.3047 2.1489
H -0.8274 1.8585 1.3050
H 0.6591 0.9034 1.3113
H 1.6990 -2.6364 0.0055
H 1.7705 -1.0821 0.8573
H 1.7404 -1.1323 -0.9339
```

Computed properties:
SMILES string = CSC(C)(C)Cl
2S+1 = 1

# 4
DFT (wB97M-V/def2-TZVPD) results for a gas-phase ion, C4H9FNO2 (charge +1) in a non-equilibrium geometry.

```
17
Properties=species:S:1:pos:R:3
C 0.2864 1.2512 0.5412
C -0.3778 -0.0596 0.6699
C 1.1736 -0.0797 0.4276
C -2.8929 -0.2899 -0.5384
N 1.5869 -0.6184 -0.8340
O -1.3181 -0.4420 -0.3705
O -3.5720 -0.7602 0.4582
F -2.9530 1.0085 -0.7298
H 0.1375 1.8805 -0.2880
H 0.2841 1.9324 1.2956
H -0.8230 -0.4754 1.5318
H 1.6514 -0.3272 1.3884
H 2.0462 -0.0236 -1.4594
H 0.8992 -1.0395 -1.3944
H -2.9214 -0.8441 -1.5842
H 2.2578 -1.3431 -0.6281
H -3.6634 -0.2965 1.2993
```

Computed properties:
SMILES string = [NH3+][C@H]1C[C@H]1O[C@@H](O)F
2S+1 = 1
Total charge = +1

Electronic energy, record by record: -32249.6863; -43720.8472; -27651.8933; -12586.5461 eV
HOMO level, record by record: -4.720; -10.711; -8.836; -13.752 eV